The following is a DFT calculation (ωB97M-V/def2-TZVPD) of a 2-piece molecular cluster, C2H3NS2 overall at a distorted geometry.

Cartesian coordinates (Å):
N 0.32085 -1.78145 1.76427
C 0.82217 -0.68822 1.73655
S 1.55060 0.70406 1.77595
H -0.24504 -2.00825 0.96272
C -0.57074 0.99208 -1.62638
S -1.10058 0.11047 -0.41734
H -1.05788 1.85546 -1.95768
H 0.28063 0.81584 -2.23809

The multiplicity is 1. Its energy above the lowest of the compared OMol25 structures with the same formula, charge and spin is 24.8 kcal/mol. As for the largest force on an atom: 1.771 eV Å⁻¹. For the LUMO energy, the calculation gives -0.711 eV. As for the HOMO energy: -9.25 eV. As for the net charge: 0. The HOMO-LUMO gap comes out at 8.54 eV.

The following is a DFT calculation (ωB97M-V/def2-TZVPD) of one molecule with the formula C2H3NS3 at a distorted geometry.

Cartesian coordinates (Å):
S -0.12765 2.40973 -0.24008
C 0.51287 1.14807 0.53020
C 0.75213 -0.24802 0.03367
S 2.30041 -0.62461 -0.16964
N -0.34241 -1.09278 -0.08060
S -1.92817 -0.72183 0.02639
H 1.04247 1.42531 1.45718
H -0.10982 -2.07128 -0.29392
H -2.09982 -0.22459 -1.26321

The multiplicity is 1. Its energy above the lowest of the compared OMol25 structures with the same formula, charge and spin is 31.2 kcal/mol. As for the largest force on an atom: 3.091 eV Å⁻¹. For the LUMO energy, the calculation gives -0.938 eV. As for the HOMO energy: -8.82 eV. As for the net charge: 0. The HOMO-LUMO gap comes out at 7.88 eV.

The following is a DFT calculation (ωB97M-V/def2-TZVPD) of a 2-piece molecular cluster, C2H3NS3 overall at a distorted geometry.

Cartesian coordinates (Å):
C -2.10066 -0.16239 -0.30748
C 1.41138 -0.43515 -0.81306
N 0.51755 0.74117 1.26726
S -2.88779 -1.49909 -0.58114
S -1.75506 1.34862 0.06032
S 1.72480 -0.17275 0.81364
H 1.81701 -1.35208 -1.18449
H 0.63693 0.10067 -1.28842
H 0.63584 1.43100 2.03336

The multiplicity is 1. Its energy above the lowest of the compared OMol25 structures with the same formula, charge and spin is 68.4 kcal/mol. As for the largest force on an atom: 3.396 eV Å⁻¹. For the LUMO energy (alpha / beta), the calculation gives -0.564 / -0.564 eV. As for the HOMO energy (alpha / beta): -8.38 / -8.38 eV. As for the net charge: 0. The HOMO-LUMO gap (alpha / beta) comes out at 7.82 / 7.81 eV.

The following is a DFT calculation (ωB97M-V/def2-TZVPD) of a 2-piece molecular cluster, C2H3NS3 overall at a distorted geometry.

Cartesian coordinates (Å):
C -0.65927 4.47004 0.37948
C -0.68867 1.55673 -1.90279
N 0.30535 1.50717 -1.06702
S 0.13960 4.81923 1.68955
S -1.57283 4.19809 -0.86970
S 0.27286 1.69074 0.59013
H -1.64153 1.71875 -1.46691
H -0.55292 1.77531 -2.99674
H 1.17938 1.27582 -1.54719

The multiplicity is 1. Its energy above the lowest of the compared OMol25 structures with the same formula, charge and spin is 42.2 kcal/mol. As for the largest force on an atom: 1.716 eV Å⁻¹. For the LUMO energy, the calculation gives -0.236 eV. As for the HOMO energy: -8.01 eV. As for the net charge: 0. The HOMO-LUMO gap comes out at 7.77 eV.

The following is a DFT calculation (ωB97M-V/def2-TZVPD) of an isolated ion of composition C2H3O2 and charge +1 at a distorted geometry.

Cartesian coordinates (Å):
C -1.06950 -0.49266 0.00019
C 1.22076 0.47406 0.00092
O 2.31331 0.14012 -0.00068
O 0.13002 -0.69432 0.00006
H -1.74682 -1.35814 -0.00061
H -1.52346 0.50988 0.00006
H 0.67570 1.42106 0.00006

The multiplicity is 1. Its energy above the lowest of the compared OMol25 structures with the same formula, charge and spin is 8.3 kcal/mol. As for the largest force on an atom: 1.550 eV Å⁻¹. For the LUMO energy, the calculation gives -6.880 eV. As for the HOMO energy: -18.17 eV. As for the net charge: +1. The HOMO-LUMO gap comes out at 11.29 eV.

The following is a DFT calculation (ωB97M-V/def2-TZVPD) of a 2-piece molecular cluster, C2H3O2 overall at a distorted geometry.

Cartesian coordinates (Å):
C -0.66393 -0.30824 0.11082
C 0.47329 0.01960 -0.72809
O 1.23554 0.63461 0.22002
O 0.72215 -0.65793 0.47593
H -1.26791 1.71071 1.66442
H -1.35498 -1.12524 -0.03930
H 0.85583 -0.27351 -1.70379

The multiplicity is 3. Its energy above the lowest of the compared OMol25 structures with the same formula, charge and spin is 129.6 kcal/mol. As for the largest force on an atom: 4.788 eV Å⁻¹. For the LUMO energy (alpha / beta), the calculation gives -5.743 / -8.127 eV. As for the HOMO energy (alpha / beta): -14.93 / -19.13 eV. As for the net charge: +1. The HOMO-LUMO gap (alpha / beta) comes out at 9.19 / 11.00 eV.

Question: multiplicity of number 1 (C2H3NS2)?
Answer: 1